The following is a DFT calculation (ωB97M-V/def2-TZVPD) of a 6-piece molecular cluster, H11O5S overall in a non-equilibrium geometry.

CARTESIAN COORDINATES (ANGSTROEM)
S 0.984 1.954 0.991
H 1.875 1.002 1.224
H 2.112 -0.430 -2.051
H 1.453 0.892 -2.536
O 2.109 0.231 -2.746
H 0.672 -1.786 1.092
H -0.496 -1.110 0.377
O -0.155 -1.976 0.640
H -0.605 1.091 -0.687
H -1.698 1.375 0.089
O -1.511 0.712 -0.599
H -3.504 -1.622 -1.888
H -4.067 -0.307 -1.592
O -4.169 -1.017 -2.238
H 2.081 0.195 2.539
H 2.347 0.728 4.019
O 2.571 0.068 3.366

HOMO-LUMO gap in Eh: 0.2765
Charge: -1

=====

The following is a DFT calculation (ωB97M-V/def2-TZVPD) of a 2-piece molecular cluster, C10H16 overall in a non-equilibrium geometry.

CARTESIAN COORDINATES (ANGSTROEM)
C 0.299 1.483 2.256
C -1.065 1.968 2.508
H 0.316 0.605 1.634
H 1.117 2.154 1.806
H 0.901 1.183 3.146
H -1.627 2.688 1.708
H -1.336 2.580 3.335
H -1.721 0.982 2.439
C 1.168 0.469 -1.738
C 0.203 1.592 -2.263
C 0.480 -0.640 -0.936
C -0.841 -0.729 -0.536
C 1.198 -1.816 -0.822
C -1.382 -1.835 -0.026
C 0.633 -3.054 -0.419
C -0.640 -3.026 0.030
H 1.612 0.099 -2.717
H 2.027 0.976 -1.191
H 0.510 1.810 -3.393
H -1.467 0.177 -0.583
H 2.258 -1.856 -0.979
H -2.440 -1.850 0.474
H 1.335 -3.906 -0.338
H -1.082 -3.952 0.531
H 0.350 2.532 -1.786
H -0.805 1.364 -2.140

HOMO-LUMO gap in Eh: 0.3671

=====

The following is a DFT calculation (ωB97M-V/def2-TZVPD) of a 7-piece molecular cluster, C41H69BCl2N3O23P overall in a non-equilibrium geometry.

CARTESIAN COORDINATES (ANGSTROEM)
C 6.952 -0.497 5.357
O 5.960 0.016 4.477
C 5.760 -0.819 3.337
C 4.240 -0.938 3.154
C 3.550 -0.097 2.316
C 4.381 0.918 1.536
C 4.857 2.063 2.530
C 6.393 2.563 2.260
O 5.022 3.310 1.972
C 2.099 -0.185 2.184
P 1.249 1.022 1.078
O -0.361 1.134 1.445
Cl 1.939 2.966 1.518
C 1.459 -1.174 2.893
C -0.058 -1.385 2.788
C -0.803 -0.780 4.016
C -0.482 0.689 4.316
N -1.507 1.642 4.027
O 0.573 1.036 4.807
C 2.176 -2.058 3.768
N 1.458 -2.986 4.468
C 2.165 -3.738 5.292
B 1.345 -4.827 6.156
C 1.302 -4.884 7.732
O 0.597 -5.735 5.405
C 3.585 -3.546 5.414
Cl 4.434 -4.602 6.564
N 4.333 -2.707 4.767
C 3.565 -1.943 3.930
H 6.759 -0.094 6.366
H 7.952 -0.147 5.047
H 6.905 -1.594 5.461
H 6.271 -0.448 2.438
H 6.126 -1.846 3.503
H 5.294 0.506 1.102
H 3.844 1.430 0.730
H 4.531 1.997 3.584
H 6.840 3.570 2.315
H 6.556 2.403 3.387
H -0.553 1.947 1.943
H -0.202 -2.477 2.857
H -0.465 -1.096 1.815
H -1.877 -0.998 3.915
H -0.457 -1.351 4.895
H -2.374 1.237 4.373
H -1.257 2.468 4.569
H 0.868 -5.858 8.017
H 0.571 -4.132 8.096
H 2.266 -4.720 8.226
H 1.187 -6.368 4.976
C 0.351 4.587 -4.780
C 1.735 5.087 -5.140
O 2.382 5.670 -4.001
C 2.909 4.802 -3.135
O 2.896 3.603 -3.239
O 3.437 5.493 -2.125
C 3.972 4.678 -1.078
H -0.233 5.382 -4.313
H -0.175 4.236 -5.668
H 0.403 3.766 -4.065
H 1.655 5.876 -5.887
H 2.350 4.295 -5.570
H 4.676 3.945 -1.468
H 3.164 4.182 -0.543
H 4.498 5.333 -0.388
C -0.907 -0.764 -1.641
C -2.189 0.039 -1.641
O -3.083 -0.406 -2.674
C -3.768 -1.514 -2.400
O -3.712 -2.152 -1.382
O -4.521 -1.807 -3.465
C -5.256 -3.026 -3.339
H -0.448 -0.757 -2.631
H -0.200 -0.355 -0.920
H -1.094 -1.808 -1.384
H -1.968 1.083 -1.856
H -2.682 0.006 -0.669
H -5.842 -3.041 -2.421
H -4.577 -3.877 -3.372
H -5.934 -3.085 -4.188
C -6.710 0.258 -4.145
C -7.327 0.096 -2.772
O -7.922 1.319 -2.318
C -9.120 1.599 -2.829
O -9.734 0.921 -3.610
O -9.516 2.775 -2.336
C -10.760 3.238 -2.862
H -6.012 1.097 -4.155
H -6.179 -0.643 -4.434
H -7.470 0.466 -4.898
H -6.551 -0.154 -2.048
H -8.058 -0.714 -2.754
H -11.537 2.483 -2.760
H -10.640 3.523 -3.907
H -11.047 4.116 -2.289
C -4.412 6.763 -9.075
C -3.304 7.470 -8.322
O -2.118 6.666 -8.266
C -1.375 6.662 -9.373
O -1.604 7.272 -10.384
O -0.337 5.846 -9.170
C 0.506 5.684 -10.312
H -4.589 5.772 -8.654
H -5.337 7.339 -9.026
H -4.149 6.625 -10.124
H -3.609 7.635 -7.290
H -3.084 8.446 -8.756
H 0.829 6.647 -10.704
H -0.012 5.112 -11.081
H 1.382 5.126 -9.990
C 7.878 -2.198 -2.756
C 8.365 -2.205 -1.322
O 7.271 -2.335 -0.402
C 6.789 -3.569 -0.252
O 7.191 -4.561 -0.799
O 5.764 -3.507 0.602
C 5.092 -4.751 0.801
H 7.111 -1.434 -2.895
H 8.704 -2.000 -3.440
H 7.431 -3.155 -3.024
H 8.846 -1.255 -1.092
H 9.102 -2.991 -1.152
H 5.792 -5.537 1.079
H 4.544 -5.028 -0.099
H 4.383 -4.609 1.615
C -6.077 -5.746 7.661
C -6.207 -5.840 6.154
O -5.405 -4.849 5.500
C -4.103 -5.129 5.414
O -3.565 -6.126 5.819
O -3.498 -4.103 4.815
C -2.077 -4.234 4.723
H -6.293 -4.731 8.000
H -6.765 -6.437 8.149
H -5.064 -5.984 7.983
H -7.237 -5.641 5.861
H -5.953 -6.837 5.792
H -1.792 -5.178 4.265
H -1.629 -4.140 5.712
H -1.714 -3.422 4.098

HOMO-LUMO gap in Eh: 0.2713

=====

The following is a DFT calculation (ωB97M-V/def2-TZVPD) of C4H6NaO2Tl as an isolated structure in a non-equilibrium geometry.

CARTESIAN COORDINATES (ANGSTROEM)
O 2.510 0.339 0.342
Na 0.619 1.381 0.214
C 2.589 -1.013 0.139
C 1.545 -1.587 -0.846
H 3.583 -1.329 -0.271
H 1.732 -1.015 -1.775
H 1.815 -2.628 -1.094
H 2.479 -1.600 1.089
C -0.009 -1.655 -0.013
C -0.445 -1.214 -1.315
O -0.959 -1.567 -2.402
Tl -2.433 0.997 -1.337
H 0.138 -1.112 0.930
H -0.731 -2.393 0.369

Multiplicity: 2
Expectation value of S²: 1.06
HOMO-LUMO gap (alpha / beta) in Eh: 0.1252 / 0.1304
Charge: -1

=====

Please write out number 1 again, unchanged.
The following is a DFT calculation (ωB97M-V/def2-TZVPD) of a 6-piece molecular cluster, H11O5S overall in a non-equilibrium geometry.

CARTESIAN COORDINATES (ANGSTROEM)
S 0.984 1.954 0.991
H 1.875 1.002 1.224
H 2.112 -0.430 -2.051
H 1.453 0.892 -2.536
O 2.109 0.231 -2.746
H 0.672 -1.786 1.092
H -0.496 -1.110 0.377
O -0.155 -1.976 0.640
H -0.605 1.091 -0.687
H -1.698 1.375 0.089
O -1.511 0.712 -0.599
H -3.504 -1.622 -1.888
H -4.067 -0.307 -1.592
O -4.169 -1.017 -2.238
H 2.081 0.195 2.539
H 2.347 0.728 4.019
O 2.571 0.068 3.366

HOMO-LUMO gap in Eh: 0.2765
Charge: -1

=====

What did the second record say?
The following is a DFT calculation (ωB97M-V/def2-TZVPD) of a 2-piece molecular cluster, C10H16 overall in a non-equilibrium geometry.

CARTESIAN COORDINATES (ANGSTROEM)
C 0.299 1.483 2.256
C -1.065 1.968 2.508
H 0.316 0.605 1.634
H 1.117 2.154 1.806
H 0.901 1.183 3.146
H -1.627 2.688 1.708
H -1.336 2.580 3.335
H -1.721 0.982 2.439
C 1.168 0.469 -1.738
C 0.203 1.592 -2.263
C 0.480 -0.640 -0.936
C -0.841 -0.729 -0.536
C 1.198 -1.816 -0.822
C -1.382 -1.835 -0.026
C 0.633 -3.054 -0.419
C -0.640 -3.026 0.030
H 1.612 0.099 -2.717
H 2.027 0.976 -1.191
H 0.510 1.810 -3.393
H -1.467 0.177 -0.583
H 2.258 -1.856 -0.979
H -2.440 -1.850 0.474
H 1.335 -3.906 -0.338
H -1.082 -3.952 0.531
H 0.350 2.532 -1.786
H -0.805 1.364 -2.140

HOMO-LUMO gap in Eh: 0.3671